# 1
Formula: C46H32Cl4O6
Source: the OMol25 dataset
Level of theory: the ωB97M-V functional and the def2-TZVPD basis

Structure (XYZ):
```
88
Properties=species:S:1:pos:R:3:forces:R:3:lowdin_charge:R:1
O -0.199 4.693 -3.762 0.53 -0.19 1.80 0.09
C 0.441 4.699 -2.714 0.08 0.33 -0.15 -0.24
C 1.917 5.096 -2.731 -0.36 -0.32 0.87 -0.10
C 2.497 5.366 -3.953 -1.11 -0.85 -0.88 -0.01
C 3.859 5.537 -4.071 -0.61 0.09 -0.04 -0.06
C 4.661 5.555 -2.951 0.85 0.15 -0.47 -0.08
C 4.109 5.428 -1.711 -0.97 -1.11 0.33 0.00
C 2.720 5.108 -1.591 1.21 0.25 1.51 -0.05
C 2.171 4.757 -0.202 -0.19 0.64 -1.03 -0.27
O 2.821 4.808 0.823 -0.15 -0.11 -0.79 0.10
C 0.702 4.413 -0.180 0.19 0.10 -0.61 -0.09
C 0.152 4.193 1.068 -0.05 0.59 0.74 -0.03
C -1.169 3.860 1.151 -2.20 -1.21 -0.10 -0.07
C -2.013 3.652 0.028 1.04 1.29 0.19 -0.05
C -1.476 3.997 -1.218 -0.11 -0.04 0.46 -0.01
C -0.130 4.364 -1.331 0.62 -0.16 -0.40 -0.07
H 1.760 5.204 -4.766 1.01 0.55 0.03 0.13
H 4.297 5.622 -5.025 0.42 0.10 -1.06 0.10
H 5.757 5.581 -3.051 -0.62 0.26 0.00 0.12
H 4.844 5.369 -0.924 -0.61 0.05 0.74 0.12
H 0.685 4.419 2.008 0.07 -0.40 -0.84 0.14
H -1.654 3.696 2.110 0.30 0.13 0.08 0.08
H -3.083 3.457 0.181 0.64 -0.12 -0.21 0.09
H -2.102 4.060 -2.096 0.05 -0.22 -0.17 0.12
O 5.444 2.131 -0.985 0.28 -0.30 1.32 0.11
C 4.641 1.866 -1.837 -0.44 0.94 -0.97 -0.28
C 5.048 2.144 -3.260 -0.18 -1.03 1.97 -0.10
C 6.341 2.591 -3.495 -0.46 0.17 -0.35 -0.01
C 6.690 2.748 -4.817 2.37 0.12 0.31 -0.08
C 5.824 2.550 -5.878 -0.23 0.79 -0.12 -0.05
C 4.525 2.211 -5.575 0.33 -0.44 0.70 0.01
C 4.156 1.886 -4.258 1.15 0.71 -2.37 -0.10
C 2.781 1.465 -4.084 -0.36 0.94 3.49 -0.31
O 1.956 1.491 -4.931 -1.37 -0.47 -2.47 0.14
C 2.315 1.308 -2.659 1.15 -0.21 0.98 -0.08
C 1.019 1.028 -2.350 -1.19 -0.21 -0.43 -0.01
C 0.597 0.895 -1.015 -0.71 0.07 -1.44 -0.08
C 1.442 1.011 0.040 1.77 0.88 0.35 -0.04
C 2.818 1.382 -0.243 -2.33 -1.53 0.14 0.02
C 3.207 1.484 -1.567 0.87 0.14 -0.09 -0.08
H 7.010 2.851 -2.671 -0.29 -0.36 -0.33 0.13
H 7.760 2.989 -4.992 -0.88 0.08 -0.21 0.12
H 6.176 2.833 -6.874 -0.36 -0.40 0.21 0.11
H 3.719 2.155 -6.249 -0.51 -0.13 -1.24 0.11
H 0.280 0.913 -3.165 0.53 0.09 0.53 0.14
H -0.462 0.741 -0.905 -0.22 -0.25 0.45 0.10
H 1.025 0.894 1.052 0.62 0.10 -0.44 0.12
H 3.524 1.388 0.564 0.37 0.46 0.07 0.12
O -1.464 -4.582 0.070 -0.04 -0.31 2.54 0.08
C -1.720 -4.373 1.267 -0.81 1.73 -2.30 -0.24
C -2.378 -3.008 1.602 0.93 -2.33 0.88 -0.06
C -2.612 -2.110 0.581 -0.51 -0.45 0.39 -0.02
C -3.206 -0.929 0.918 0.23 0.98 0.02 -0.09
C -3.404 -0.548 2.228 0.48 0.11 0.74 -0.05
C -3.074 -1.447 3.262 -1.10 0.93 1.07 0.00
C -2.672 -2.730 2.970 0.43 0.20 -1.58 -0.08
C -2.467 -3.728 4.077 0.42 1.59 -0.27 -0.30
O -2.627 -3.391 5.236 -0.19 -0.36 -0.31 0.10
C -1.964 -5.037 3.678 0.46 -1.74 2.00 -0.08
C -1.858 -6.014 4.747 0.21 0.05 -3.15 0.03
C -1.462 -7.323 4.404 -0.36 1.38 0.11 -0.05
C -1.170 -7.659 3.052 0.40 1.02 0.78 -0.07
C -1.188 -6.654 2.065 0.29 -0.47 0.43 -0.01
C -1.550 -5.329 2.383 -0.45 -1.38 -0.33 -0.09
H -2.468 -2.272 -0.472 0.48 -0.67 -0.02 0.12
H -3.371 -0.238 0.118 -0.39 0.48 -0.22 0.10
H -3.706 0.492 2.390 -0.07 -0.51 0.34 0.08
H -3.198 -1.218 4.349 0.01 0.09 -1.09 0.12
H -2.125 -5.683 5.729 -0.03 -0.11 0.38 0.11
H -1.399 -7.994 5.261 0.13 -0.37 -0.63 0.10
H -0.799 -8.662 2.849 -0.32 0.25 -0.22 0.08
H -0.900 -6.866 1.029 -0.21 -0.01 0.49 0.11
Cl -4.580 3.430 2.921 0.09 0.71 -0.80 0.60
C -4.987 2.531 4.348 -0.06 -0.93 2.02 -0.71
C -3.756 2.518 5.314 -2.36 -2.40 -0.11 -0.54
Cl -4.109 1.194 6.609 0.34 1.00 -1.02 0.46
H -5.243 1.502 4.045 0.08 0.52 0.20 0.05
H -5.857 2.985 4.909 0.92 -0.45 -0.90 0.10
H -3.758 3.406 5.851 0.48 1.59 0.89 0.03
H -2.833 2.254 4.852 0.53 -0.09 -0.31 0.05
Cl -1.780 -9.822 0.327 -1.17 -0.26 -0.44 0.49
C -3.542 -10.191 -0.191 1.13 0.79 0.32 -0.56
C -4.542 -9.561 0.783 1.32 -1.99 -0.41 -0.73
Cl -4.793 -7.876 0.509 -0.15 0.81 -0.01 0.61
H -3.604 -11.286 -0.198 -0.06 0.43 -0.05 0.07
H -3.653 -9.736 -1.181 0.10 -0.41 0.16 0.06
H -4.170 -9.773 1.783 -0.31 0.32 0.16 0.07
H -5.417 -10.160 0.587 -0.82 0.29 0.25 0.07
```
Forces are in eV/Å.

- spin multiplicity = 1
- HOMO energy (eV) = -9.5
- HOMO-LUMO gap (hartree) = 0.31055
- SMILES = O=C1c2ccccc2C(=O)c2ccccc21.O=C1c2ccccc2C(=O)c2ccccc21.O=C1c2ccccc2C(=O)c2ccccc21.ClCCCl.ClCCCl
- total energy (Eh) = -4064.3297


# 2
Formula: C46H32F9MnP3S2
Source: the OMol25 dataset
Level of theory: the ωB97M-V functional and the def2-TZVPD basis

Structure (XYZ):
```
93
Properties=species:S:1:pos:R:3:forces:R:3:lowdin_charge:R:1
Mn 0.732 0.439 -1.170 -1.27 0.70 0.79 0.00
S -0.685 1.119 -2.849 0.04 -0.07 0.13 0.56
P -1.890 1.484 -1.237 -0.02 -0.09 -0.13 0.61
C -0.570 1.227 -0.112 1.15 -0.66 -0.87 -0.53
P 0.386 2.063 1.089 0.29 -0.06 0.05 0.60
S 2.136 1.763 0.075 -0.13 -0.14 -0.07 0.51
C 0.026 3.784 1.364 0.00 0.06 0.04 -0.36
C 0.842 4.783 0.837 -0.02 -0.02 0.00 -0.09
C 0.513 6.112 1.055 0.00 -0.01 -0.02 -0.05
C -0.629 6.434 1.773 -0.04 0.02 0.02 -0.04
C -1.446 5.435 2.294 0.01 0.01 0.01 -0.05
C -1.116 4.106 2.103 0.03 0.01 -0.03 -0.07
C 0.276 1.177 2.632 -0.03 0.01 0.04 -0.35
C -0.716 0.220 2.831 0.03 0.02 -0.02 -0.09
C -0.790 -0.444 4.047 0.00 -0.01 0.00 -0.05
C 0.125 -0.153 5.049 0.03 0.02 0.01 -0.04
C 1.115 0.804 4.849 -0.02 -0.04 0.00 -0.05
C 1.193 1.475 3.641 -0.01 0.01 0.00 -0.07
C -2.628 3.101 -1.260 -0.11 0.03 -0.07 -0.34
C -1.781 4.203 -1.410 0.04 -0.07 -0.02 -0.09
C -2.318 5.473 -1.483 0.00 0.02 0.01 -0.05
C -3.696 5.646 -1.423 -0.03 0.02 0.00 -0.04
C -4.541 4.554 -1.300 0.01 -0.01 0.01 -0.04
C -4.013 3.273 -1.222 0.09 0.01 0.06 -0.06
C -3.103 0.207 -0.923 -0.03 0.00 -0.01 -0.36
C -3.863 0.272 0.249 0.04 -0.01 0.00 -0.10
C -4.739 -0.757 0.552 0.01 -0.02 -0.01 -0.05
C -4.859 -1.843 -0.311 0.00 0.02 0.03 -0.05
C -4.103 -1.906 -1.472 -0.01 -0.01 -0.02 -0.05
C -3.217 -0.884 -1.781 0.01 0.05 -0.01 -0.08
H 1.726 4.525 0.268 0.00 0.00 0.01 0.08
H 1.151 6.895 0.668 0.00 0.00 -0.01 0.12
H -0.882 7.473 1.940 0.00 0.00 0.00 0.12
H -2.328 5.696 2.863 0.00 0.00 0.00 0.12
H -1.734 3.327 2.535 0.00 -0.01 0.00 0.12
H -1.428 -0.008 2.044 0.01 0.04 0.05 0.08
H -1.558 -1.186 4.213 -0.01 -0.01 0.00 0.12
H 0.066 -0.672 5.996 0.00 0.00 0.00 0.12
H 1.821 1.028 5.637 0.00 0.00 0.01 0.12
H 1.961 2.225 3.486 -0.02 0.00 0.00 0.12
H -0.708 4.065 -1.493 -0.02 0.00 0.01 0.10
H -1.667 6.329 -1.601 0.00 0.00 0.00 0.12
H -4.114 6.642 -1.490 0.00 0.00 0.00 0.12
H -5.613 4.696 -1.277 0.00 -0.01 0.00 0.12
H -4.676 2.423 -1.141 -0.02 -0.03 -0.01 0.11
H -3.780 1.123 0.916 0.00 0.00 0.00 0.12
H -5.338 -0.710 1.451 0.00 0.00 0.00 0.12
H -5.553 -2.640 -0.077 0.00 0.00 0.00 0.12
H -4.211 -2.747 -2.143 0.00 0.00 0.00 0.12
H -2.625 -0.927 -2.687 0.00 0.00 0.00 0.08
F -1.957 -6.892 1.164 0.00 0.01 0.01 0.17
C -1.813 -5.881 2.030 0.00 -0.01 0.01 -0.59
F -1.248 -6.371 3.140 -0.02 0.01 -0.02 0.17
F -3.035 -5.435 2.350 0.01 -0.01 0.00 0.15
C -0.958 -4.787 1.431 0.02 0.00 -0.01 -0.08
C -1.478 -3.522 1.215 0.04 -0.02 0.03 0.02
C -0.669 -2.540 0.665 -0.04 0.09 -0.11 -0.07
C 0.649 -2.838 0.323 -0.17 0.12 0.01 -0.34
C 1.168 -4.115 0.544 0.01 0.03 0.05 -0.03
C 0.360 -5.089 1.100 -0.02 0.02 -0.01 0.03
P 1.635 -1.565 -0.463 0.03 0.15 -0.28 1.07
C 3.359 -1.712 -0.008 0.05 -0.01 0.10 -0.36
C 3.745 -1.230 1.245 0.00 -0.03 -0.03 -0.08
C 5.058 -1.367 1.655 -0.02 0.02 0.01 0.02
C 5.981 -1.974 0.814 0.00 -0.01 -0.01 -0.08
C 5.605 -2.457 -0.430 -0.02 0.00 0.01 0.02
C 4.287 -2.332 -0.843 -0.02 0.00 -0.02 -0.05
C 7.428 -2.069 1.247 0.01 0.00 0.01 -0.59
F 8.095 -0.964 0.880 -0.01 -0.02 0.01 0.17
F 8.036 -3.120 0.688 -0.01 0.02 0.01 0.16
F 7.529 -2.184 2.576 0.00 0.00 -0.03 0.16
C 1.462 -1.688 -2.262 -0.05 0.00 0.12 -0.38
C 2.157 -0.745 -3.039 0.11 0.03 0.01 -0.13
C 1.854 -0.587 -4.389 0.05 0.02 0.14 0.01
C 0.849 -1.353 -4.950 -0.09 -0.05 0.06 -0.09
C 0.157 -2.295 -4.189 -0.01 0.02 -0.07 0.02
C 0.446 -2.454 -2.850 0.04 0.00 0.02 -0.04
C 0.452 -1.141 -6.395 0.00 -0.01 -0.05 -0.59
F 0.113 -2.295 -6.975 0.01 0.03 0.01 0.17
F -0.612 -0.322 -6.457 0.01 -0.01 0.01 0.16
F 1.440 -0.586 -7.098 -0.02 -0.01 0.01 0.17
H -2.503 -3.304 1.481 0.00 0.01 -0.01 0.12
H -1.066 -1.540 0.494 0.07 -0.19 -0.01 0.07
H 2.196 -4.345 0.293 0.02 0.00 -0.01 0.12
H 0.747 -6.083 1.280 0.00 0.00 0.00 0.14
H 3.022 -0.751 1.896 -0.01 0.01 0.01 0.10
H 5.369 -1.006 2.626 0.00 0.00 0.00 0.13
H 6.334 -2.939 -1.067 0.00 0.00 0.00 0.14
H 3.991 -2.721 -1.809 0.00 0.00 0.00 0.12
H 2.974 -0.170 -2.606 0.00 -0.02 0.01 0.12
H 2.400 0.124 -4.994 0.00 0.01 0.01 0.14
H -0.608 -2.902 -4.656 0.00 0.00 -0.01 0.14
H -0.100 -3.177 -2.257 0.00 0.00 0.01 0.12
```
Forces are in eV/Å.

- spin multiplicity = 2
- HOMO energy (spin up / spin down) (eV) = -14.4 / -14.5
- expectation value of S² = 0.8171
- net charge = +2
- HOMO-LUMO gap (spin up / spin down) (hartree) = 0.26175 / 0.25854
- total energy (Eh) = -5641.8912